*a*
Entry from OMol25: a molecular structure, C51H47FeN8O4P2S (wB97M-V/def2-TZVPD).

Each line ends with the Löwdin spin population.
Geometry (Å):
Fe -1.13483 -0.33908 -0.44768  3.744
C -0.54557 -5.70583 2.07734  0.000
C -0.43051 -4.27722 1.43749  0.001
O -1.02402 -3.36226 1.91522  0.001
C 0.39913 -4.19785 0.23098  0.005
C 1.37851 -5.14093 0.04680  0.000
C 2.26168 -5.08473 -1.05320  0.005
C 1.92770 -4.16477 -2.05301  0.000
C 0.89077 -3.37137 -2.01153  0.004
C 0.11375 -3.27440 -0.87649  0.008
O -0.73097 -2.33049 -0.66980  0.063
H -1.55614 -5.78112 2.55272  0.000
H 0.11621 -5.83931 2.93476  0.000
H -0.30795 -6.56082 1.40657  0.000
H 1.43305 -5.81647 0.88686  0.000
H 3.12772 -5.77184 -1.23367  0.000
H 2.47401 -4.34148 -3.00086  0.000
H 0.74328 -2.65966 -2.83057  0.000
O -0.34698 0.18515 1.37046  0.029
P 0.89076 0.67664 2.03524  0.007
C 1.65144 1.99932 0.99867  0.000
P 1.92795 1.54963 -0.77173  0.003
O 0.71034 1.06600 -1.45192  0.024
C 3.32230 0.38347 -0.85491  0.000
C 4.54107 0.89252 -0.58055  0.000
C 5.72425 0.16966 -0.68842  0.000
C 5.59239 -1.17192 -1.08108  0.000
C 4.31946 -1.73658 -1.30493  0.000
C 3.14195 -0.96538 -1.23701  0.000
C 2.39837 3.12865 -1.40797  0.001
C 3.15542 4.10563 -0.72455  0.000
C 3.50307 5.33352 -1.23372  0.000
C 3.04367 5.70064 -2.49009  0.000
C 2.31179 4.74469 -3.20040  0.000
C 2.04920 3.45201 -2.71656  0.000
C 0.39046 1.15163 3.72551  0.002
C 1.18447 1.85153 4.60428  0.000
C 0.86100 2.03136 5.90140  0.000
C -0.32699 1.52683 6.38936  0.000
C -1.19702 0.89208 5.51233  0.000
C -0.87814 0.65002 4.17143  0.000
C 2.22363 -0.52317 2.24574  0.000
C 3.53702 -0.09695 2.61594  0.000
C 4.60108 -0.99159 2.86116  0.000
C 4.29891 -2.36092 2.73810  0.000
C 3.03443 -2.77486 2.34377  0.000
C 1.95529 -1.88150 2.05220  0.000
H 2.61244 2.22202 1.48695  0.000
H 1.12437 2.97364 1.02900  0.000
H 4.69789 1.94539 -0.22633  0.000
H 6.61509 0.67606 -0.40448  0.000
H 6.55930 -1.63420 -1.25826  0.000
H 4.31813 -2.82481 -1.52264  0.000
H 2.19155 -1.41285 -1.47614  0.000
H 3.48488 3.78597 0.33251  0.000
H 4.16323 5.97830 -0.63205  0.000
H 3.32082 6.69757 -2.84274  0.000
H 1.90122 4.91450 -4.21479  0.000
H 1.56500 2.74711 -3.29296  0.000
H 2.16537 2.15343 4.26954  0.000
H 1.59630 2.52169 6.54837  0.000
H -0.66431 1.78207 7.40570  0.000
H -2.18385 0.57959 5.86621  0.000
H -1.51779 0.08114 3.56474  0.000
H 3.63683 0.99591 2.54363  0.000
H 5.62019 -0.67221 3.04993  0.000
H 5.11571 -3.04881 2.94479  0.000
H 2.84981 -3.89744 2.24370  0.000
H 1.02488 -2.27305 1.77221  0.000
S -6.67570 3.26036 3.41766  0.000
N -5.30178 3.91369 2.86593  0.000
C -4.71186 2.91288 2.19428  0.000
C -3.43465 3.03092 1.51482  0.001
C -2.67994 4.18466 1.37084  -0.001
C -1.60013 4.14513 0.40264  0.001
C -1.36471 3.01215 -0.40114  0.002
N -1.93564 1.86195 0.02999  0.030
C -2.98279 1.83271 0.81765  0.002
C -3.65739 0.58053 1.03539  0.001
N -3.03384 -0.57268 0.59060  0.033
C -3.54339 -1.76433 0.86248  -0.002
C -4.68176 -1.90208 1.70410  0.002
C -5.39697 -0.81637 2.05593  -0.005
C -4.88966 0.47654 1.67381  0.001
C -5.39610 1.71884 2.23128  0.000
N -6.56828 1.79257 2.82017  0.000
H -2.79991 5.12072 1.89868  0.000
H -0.93077 4.99218 0.23734  0.000
H -0.59499 2.99815 -1.18730  0.000
H -3.02395 -2.66870 0.56941  0.000
H -4.84546 -2.91710 2.07699  0.000
H -6.23022 -1.04378 2.64382  0.000
C -0.73763 -0.09378 -3.53670  0.002
N -1.18499 -0.30660 -4.93609  0.002
C -1.77558 -1.66814 -5.01491  0.000
N -2.90153 -1.79879 -4.13345  0.001
C -2.43135 -1.60873 -2.73360  0.001
N -1.81776 -0.25000 -2.54316  0.026
C -2.85230 0.85413 -2.95240  0.001
N -3.29216 0.63298 -4.35127  0.001
C -2.16836 0.67475 -5.27911  0.000
C -3.86693 -0.77464 -4.41137  0.000
H -0.30166 0.89845 -3.47098  0.000
H 0.06296 -0.76233 -3.40602  0.000
H -1.00359 -2.47293 -4.66382  0.000
H -2.02500 -1.77796 -6.12548  0.000
H -1.70441 -2.36177 -2.42027  0.000
H -3.31371 -1.73376 -2.12227  0.000
H -2.28230 1.77550 -2.91467  0.000
H -3.68339 0.87217 -2.25569  0.000
H -1.84771 1.69461 -5.27200  0.000
H -2.58158 0.48189 -6.25636  0.000
H -4.35612 -0.82985 -5.37618  0.000
H -4.60848 -0.85370 -3.57018  0.000

Calculated values
total charge: +1
HOMO energy (alpha / beta): -9.6 / -9.7 eV
2S+1: 5
LUMO level (alpha / beta): -2.857 / -2.850 eV

---

*b*
Entry from OMol25: a molecular structure, C51H47FeN8O4P2S (wB97M-V/def2-TZVPD).

Each line ends with the Löwdin spin population.
Geometry (Å):
Fe 0.56336 0.08855 -0.31040  3.724
C 4.76222 1.28320 0.36659  0.001
C 3.46476 1.09309 -0.39848  -0.003
O 2.54468 0.56982 0.23336  0.040
C 3.26955 1.62273 -1.71790  0.004
C 4.34647 2.29489 -2.33384  -0.002
C 4.19086 3.11312 -3.41573  0.004
C 2.95572 3.19576 -4.05059  -0.002
C 1.88533 2.46389 -3.60895  0.006
C 1.96877 1.70899 -2.38708  0.006
O 0.88268 1.20327 -1.87039  0.079
H 4.78762 0.65607 1.24115  0.000
H 4.81823 2.32610 0.60882  0.000
H 5.65028 1.06658 -0.19057  0.000
H 5.31260 2.19268 -1.85324  0.000
H 5.05100 3.67126 -3.79821  0.000
H 2.85798 3.92234 -4.87758  0.000
H 0.93247 2.52232 -4.11986  0.000
O -0.75970 1.43299 0.61290  0.027
P -0.68160 2.01928 1.98357  0.006
C -0.91460 0.66673 3.18787  0.000
P 0.38653 -0.63225 3.06210  0.005
O 0.68638 -1.04065 1.65687  0.026
C -0.32509 -2.00575 3.98580  0.001
C -0.30436 -3.27071 3.43582  0.000
C -1.03323 -4.32136 4.01469  0.000
C -1.78459 -4.10232 5.17782  0.000
C -1.80364 -2.80894 5.72984  0.000
C -1.11275 -1.78530 5.13141  0.000
C 1.81729 0.03517 3.97681  0.000
C 1.73126 0.22771 5.35166  0.000
C 2.86940 0.60231 6.05775  0.000
C 4.05684 0.65560 5.36828  0.000
C 4.14971 0.44177 4.00075  0.000
C 3.04120 0.13444 3.27488  0.000
C 0.82859 2.95687 2.20220  0.000
C 1.38548 3.38542 1.00210  -0.001
C 2.50609 4.18575 1.07221  0.000
C 2.95516 4.68046 2.28990  0.000
C 2.33575 4.31944 3.47158  0.000
C 1.27444 3.44273 3.47391  0.000
C -2.02260 3.19006 2.32666  0.002
C -3.33919 2.71229 2.24946  0.001
C -4.41642 3.53414 2.42075  0.000
C -4.21167 4.89120 2.63651  0.001
C -2.93258 5.42496 2.62430  0.000
C -1.83269 4.57610 2.46019  0.001
H -1.90617 0.23168 2.97166  0.000
H -0.95127 1.01370 4.22876  0.000
H 0.24005 -3.47775 2.51055  0.000
H -1.05640 -5.29111 3.49865  0.000
H -2.36142 -4.90728 5.56851  0.000
H -2.37023 -2.53796 6.62176  0.000
H -1.18636 -0.82433 5.58715  0.000
H 0.78912 0.02651 5.85911  0.000
H 2.85499 0.69183 7.15347  0.000
H 4.96003 0.93221 5.90113  0.000
H 5.11099 0.56912 3.51283  0.000
H 3.06224 -0.11140 2.21370  0.000
H 0.97072 3.03427 0.04071  0.000
H 2.94647 4.50911 0.14006  0.000
H 3.71359 5.44179 2.35005  0.000
H 2.67752 4.77739 4.35649  0.000
H 0.73747 3.19561 4.41337  0.000
H -3.46259 1.64556 2.07824  0.000
H -5.39136 3.10876 2.37909  0.000
H -5.07501 5.53015 2.70993  0.000
H -2.69062 6.46912 2.74148  0.000
H -0.82017 5.02693 2.42172  0.000
S -2.61811 -6.81018 -1.10967  0.000
N -3.30110 -5.33181 -0.98932  0.000
C -2.33473 -4.44353 -0.99894  0.000
C -2.49645 -2.98883 -1.03284  0.000
C -3.75996 -2.35097 -1.05229  0.000
C -3.79827 -0.98096 -1.11587  0.001
C -2.55588 -0.27556 -0.99651  0.003
N -1.39341 -0.87514 -0.93559  0.028
C -1.34061 -2.18872 -0.98963  0.004
C 0.00398 -2.78077 -1.00621  0.003
N 1.03067 -1.91588 -0.99888  0.030
C 2.25885 -2.36705 -1.18218  0.002
C 2.53688 -3.73134 -1.32958  0.001
C 1.47870 -4.57976 -1.21977  -0.001
C 0.16465 -4.14666 -1.11728  0.001
C -1.01677 -5.00189 -1.13090  0.000
N -1.02222 -6.30458 -1.18302  0.000
H -4.68268 -2.89599 -0.95513  0.000
H -4.76423 -0.49454 -1.09055  0.000
H -2.55595 0.81593 -0.90986  0.000
H 3.10313 -1.70590 -1.19927  0.000
H 3.55375 -3.99120 -1.45817  0.000
H 1.73547 -5.60450 -1.31162  0.000
C -1.00760 -2.55789 -4.69574  0.000
N -1.16608 -2.24308 -6.13166  0.000
C -2.61796 -2.22875 -6.42279  0.000
N -3.36455 -1.25940 -5.59589  0.000
C -3.10325 -1.53887 -4.18674  0.000
N -1.67745 -1.58261 -3.83325  0.000
C -1.16259 -0.22630 -4.08156  0.000
N -1.37121 0.16758 -5.49404  0.000
C -0.68522 -0.85572 -6.33899  0.000
C -2.80720 0.08209 -5.82436  0.000
H 0.07162 -2.53035 -4.51380  0.000
H -1.33854 -3.59395 -4.44873  0.000
H -3.06163 -3.22655 -6.39614  0.000
H -2.73374 -1.95545 -7.46961  0.000
H -3.60898 -2.48705 -3.94041  0.000
H -3.66962 -0.77158 -3.58569  0.000
H -0.09130 -0.13878 -3.86785  0.000
H -1.65455 0.51049 -3.41213  0.000
H 0.36697 -0.76364 -5.97124  0.000
H -0.79681 -0.55376 -7.41677  0.000
H -2.96333 0.34006 -6.91159  0.000
H -3.36829 0.76669 -5.16203  0.000

Calculated values
total charge: +1
HOMO energy (alpha / beta): -9.9 / -9.9 eV
2S+1: 5
LUMO level (alpha / beta): -2.708 / -2.709 eV

---

Top of the stability list: *b*, leading by 0.1066 hartree.